{
  "formula": "C35H73BrF3IN3O17P3S8",
  "method": "wB97M-V/def2-TZVPD",
  "symbols": ["C", "C", "O", "C", "C", "C", "O", "C", "C", "C", "C", "C", "C", "C", "C", "C", "O", "C", "C", "F", "F", "F", "N", "P", "C", "O", "C", "N", "P", "O", "I", "N", "S", "C", "O", "O", "C", "C", "O", "O", "P", "O", "Br", "H", "H", "H", "H", "H", "H", "H", "H", "H", "H", "H", "H", "H", "H", "H", "H", "H", "H", "H", "H", "H", "H", "H", "H", "H", "H", "H", "H", "H", "H", "H", "C", "S", "O", "C", "H", "H", "H", "H", "H", "H", "C", "S", "O", "C", "H", "H", "H", "H", "H", "H", "C", "S", "O", "C", "H", "H", "H", "H", "H", "H", "C", "S", "O", "C", "H", "H", "H", "H", "H", "H", "C", "S", "O", "C", "H", "H", "H", "H", "H", "H", "C", "S", "O", "C", "H", "H", "H", "H", "H", "H", "C", "S", "O", "C", "H", "H", "H", "H", "H", "H"],
  "coordinates": [[-0.6999, 5.3549, 1.4945], [0.1102, 4.0607, 1.3705], [1.4664, 4.4217, 1.6688], [-0.0421, 3.4242, -0.0302], [-0.7489, 2.0493, -0.1515], [-0.9007, 1.7805, -1.6760], [-1.2684, 2.9472, -2.4299], [-0.2420, 3.4477, -3.2076], [0.3574, 2.6682, -4.1809], [1.3833, 3.1728, -4.9534], [1.7944, 4.4782, -4.7786], [1.1867, 5.2595, -3.8212], [0.1738, 4.7484, -3.0332], [-2.1138, 2.1955, 0.5715], [-3.0801, 3.1862, -0.0772], [-4.3246, 3.4514, 0.7769], [-4.1017, 4.4455, 1.7624], [-4.2968, 5.7477, 1.2893], [-4.4564, 6.7082, 2.4770], [-4.4452, 6.0689, 3.6529], [-3.4704, 7.6242, 2.5135], [-5.6326, 7.3701, 2.4070], [-2.8036, 0.8772, 0.8612], [-4.1055, 0.3411, -0.2492], [-5.3472, -0.1469, 1.0099], [-3.7094, -1.1165, -0.8379], [-1.9781, -0.0430, 1.3666], [-2.2862, -1.3147, 1.5227], [-1.0774, -2.5479, 1.9902], [-1.4056, -3.6387, 0.8516], [-2.2077, -3.5400, 3.9223], [-0.6698, 0.3500, 1.7173], [-0.5354, 0.7067, 3.3520], [0.8911, 1.6820, 3.7312], [-1.7198, 1.4389, 3.7326], [-0.3769, -0.5324, 4.0658], [0.0537, 0.8693, 0.5218], [0.1311, -0.4860, -0.3426], [1.1668, -1.1600, -0.2063], [-0.9311, -0.8125, -0.9180], [1.8871, 1.3489, 0.8222], [2.4429, 0.1190, 1.7044], [2.6665, 1.2259, -1.2721], [-1.7135, 5.1010, 1.8112], [-0.6882, 5.9219, 0.5657], [-0.2613, 5.9111, 2.3217], [-0.2329, 3.4201, 2.1857], [2.0433, 4.1079, 0.9667], [0.9009, 3.4259, -0.5815], [-0.6461, 4.1339, -0.5846], [-1.6736, 1.0369, -1.8337], [0.0400, 1.4069, -2.0701], [0.0240, 1.6489, -4.3308], [1.8606, 2.5363, -5.6860], [2.5899, 4.8638, -5.4001], [1.4869, 6.2869, -3.6711], [-0.2864, 5.3928, -2.2972], [-1.9453, 2.6012, 1.5714], [-2.5816, 4.1497, -0.1659], [-3.3607, 2.8964, -1.0849], [-4.6926, 2.5531, 1.2683], [-5.1192, 3.7900, 0.1027], [-3.4199, 6.0873, 0.7292], [-5.1932, 5.8373, 0.6725], [-5.2742, -1.2202, 1.1986], [-5.1979, 0.4129, 1.9308], [-6.3269, 0.0225, 0.5725], [-3.9137, -1.1151, -1.7798], [-3.2159, -1.6325, 1.2830], [-2.1096, -4.2601, 1.0789], [1.2428, 2.3720, 2.9698], [1.6875, 0.9878, 3.9816], [0.5734, 2.2124, 4.6273], [2.7394, -0.6201, 1.1491], [6.6078, 0.3710, -5.4958], [4.8589, 0.4964, -5.8606], [4.5821, 1.9116, -6.2316], [4.2940, 0.2719, -4.1726], [7.1565, 0.5192, -6.4227], [6.8851, 1.1400, -4.7743], [6.8318, -0.6215, -5.1067], [4.7297, 1.0438, -3.5378], [4.5806, -0.7192, -3.8204], [3.2091, 0.3592, -4.1685], [2.5062, -5.9501, -1.5788], [2.8871, -4.2831, -1.0206], [4.1479, -4.3747, -0.2238], [1.5360, -4.1344, 0.1331], [3.2689, -6.2429, -2.2981], [2.5153, -6.6296, -0.7269], [1.5267, -5.9536, -2.0560], [1.5823, -4.9218, 0.8828], [0.5947, -4.1844, -0.4086], [1.6279, -3.1571, 0.5962], [8.9643, -4.7006, -5.6764], [8.9673, -3.3759, -6.8889], [8.6982, -2.1160, -6.1489], [7.4299, -3.8449, -7.6905], [9.8325, -4.5624, -5.0359], [8.0530, -4.6466, -5.0810], [9.0344, -5.6605, -6.1880], [6.6245, -3.8500, -6.9561], [7.5434, -4.8294, -8.1443], [7.2217, -3.1072, -8.4623], [2.1042, 8.0230, 1.3977], [1.2877, 8.4326, -0.1465], [1.2338, 7.1839, -0.9559], [2.6250, 9.4314, -0.8080], [1.4506, 7.3550, 1.9525], [3.0472, 7.5192, 1.1865], [2.2728, 8.9368, 1.9679], [3.5323, 8.8303, -0.8641], [2.7769, 10.2995, -0.1669], [2.3346, 9.7575, -1.8044], [-1.5305, -6.9089, 9.0797], [-1.8514, -5.8964, 7.6313], [-2.2747, -6.8180, 6.5436], [-0.1379, -5.4657, 7.3112], [-2.4818, -7.3164, 9.4143], [-0.8530, -7.7199, 8.8129], [-1.0994, -6.2896, 9.8662], [0.4437, -6.3767, 7.1681], [0.2531, -4.8872, 8.1481], [-0.1126, -4.8618, 6.4059], [-7.7103, -3.8920, -1.6946], [-8.1208, -2.1461, -1.7385], [-6.8514, -1.4032, -1.5063], [-9.0268, -2.1176, -0.1889], [-7.0968, -4.1085, -2.5664], [-7.1519, -4.1118, -0.7848], [-8.6270, -4.4798, -1.7359], [-8.3792, -2.4605, 0.6183], [-9.9059, -2.7559, -0.2731], [-9.3370, -1.0911, -0.0053], [1.9902, -7.8461, 2.6445], [0.3048, -7.9294, 2.0299], [0.0272, -6.6195, 1.3789], [-0.4942, -7.8869, 3.6378], [2.6580, -7.8130, 1.7860], [2.1145, -6.9424, 3.2412], [2.2018, -8.7341, 3.2400], [-0.1999, -6.9815, 4.1685], [-0.2135, -8.7739, 4.2056], [-1.5696, -7.8828, 3.4756]],
  "molar_mass_g_mol": 1421.23,
  "lumo_energy_ev": -0.02,
  "total_energy_ev": -277596.8745,
  "homo_lumo_gap_ev": 7.95
}



{
  "formula": "C35H75AlBr30NO",
  "method": "wB97M-V/def2-TZVPD",
  "symbols": ["N", "C", "C", "C", "C", "C", "Al", "O", "H", "H", "H", "H", "H", "H", "H", "H", "H", "H", "H", "H", "H", "H", "H", "Br", "C", "C", "Br", "H", "H", "H", "H", "Br", "C", "C", "Br", "H", "H", "H", "H", "Br", "C", "C", "Br", "H", "H", "H", "H", "Br", "C", "C", "Br", "H", "H", "H", "H", "Br", "C", "C", "Br", "H", "H", "H", "H", "Br", "C", "C", "Br", "H", "H", "H", "H", "Br", "C", "C", "Br", "H", "H", "H", "H", "Br", "C", "C", "Br", "H", "H", "H", "H", "Br", "C", "C", "Br", "H", "H", "H", "H", "Br", "C", "C", "Br", "H", "H", "H", "H", "Br", "C", "C", "Br", "H", "H", "H", "H", "Br", "C", "C", "Br", "H", "H", "H", "H", "Br", "C", "C", "Br", "H", "H", "H", "H", "Br", "C", "C", "Br", "H", "H", "H", "H", "Br", "C", "C", "Br", "H", "H", "H", "H"],
  "coordinates": [[3.4822, -0.8550, -1.0481], [4.3350, 0.3761, -0.8383], [4.1731, 1.5409, -1.9796], [2.6295, 1.9493, -2.3485], [1.6618, 2.2589, -1.0615], [0.0613, 1.9207, -1.3307], [-0.3880, -0.0825, -1.3343], [0.4555, -0.8608, -2.8664], [2.4916, -0.5237, -1.0315], [3.5940, -1.4138, -0.1506], [5.4736, 0.0236, -0.8800], [4.1688, 0.8440, 0.2216], [4.7026, 1.1729, -2.9565], [4.7095, 2.5227, -1.5718], [2.1847, 1.1525, -3.1046], [2.6907, 2.9677, -2.9686], [1.7034, 3.4402, -0.8942], [2.0573, 1.7911, -0.0402], [-0.3477, 2.3789, -2.3412], [-0.5661, 2.4116, -0.4539], [-1.9733, -0.3685, -1.4305], [0.2319, -0.8871, -0.0797], [0.2131, -0.2549, -3.6302], [1.7568, 5.1855, -5.2069], [0.0132, 4.7968, -4.4240], [-0.4570, 5.9322, -3.5452], [0.4682, 5.9254, -1.8277], [0.1062, 3.8459, -3.8930], [-0.6584, 4.6671, -5.2777], [-1.5158, 5.8148, -3.2975], [-0.2995, 6.9191, -3.9885], [-6.1337, -1.2802, 0.6841], [-4.7029, -2.3299, -0.1253], [-3.8198, -2.9552, 0.9290], [-2.6036, -1.6403, 1.7019], [-4.1640, -1.6648, -0.8051], [-5.2129, -3.1024, -0.7081], [-3.1707, -3.7161, 0.4863], [-4.3788, -3.3984, 1.7574], [-7.0715, -3.4228, 4.6807], [-5.9319, -4.7648, 5.5202], [-4.7500, -5.1049, 4.6427], [-5.2759, -6.2734, 3.1717], [-6.5663, -5.6255, 5.7477], [-5.5977, -4.3077, 6.4560], [-4.0041, -5.6742, 5.2044], [-4.2720, -4.2279, 4.1982], [3.3001, 8.8022, -1.9782], [3.3555, 8.7805, -0.0287], [4.3806, 7.7933, 0.4783], [3.7251, 5.9611, 0.3401], [2.3403, 8.5692, 0.3175], [3.6279, 9.8001, 0.2587], [4.5696, 7.9472, 1.5445], [5.3291, 7.8345, -0.0638], [-5.4097, 4.8450, -0.8397], [-6.0797, 3.2266, 0.0183], [-5.1061, 2.7132, 1.0532], [-3.5960, 1.8074, 0.2138], [-6.2886, 2.5064, -0.7771], [-7.0209, 3.5243, 0.4893], [-5.5780, 1.9537, 1.6830], [-4.6926, 3.5004, 1.6893], [-4.2031, 3.6036, -3.7959], [-4.3737, 4.1650, -5.6559], [-3.5006, 5.3629, -5.9478], [-4.2885, 7.0005, -5.2383], [-5.4360, 4.3465, -5.8387], [-4.0507, 3.3009, -6.2437], [-3.4228, 5.5296, -7.0259], [-2.4961, 5.2824, -5.5238], [0.0733, -4.1969, -6.2936], [1.2563, -2.8113, -6.9898], [1.3113, -1.6214, -6.0605], [-0.2937, -0.5244, -6.2225], [0.9015, -2.5629, -7.9935], [2.2382, -3.2877, -7.0639], [2.1370, -0.9579, -6.3324], [1.4044, -1.8969, -5.0066], [5.9850, 1.3005, 1.9814], [5.3124, 1.5344, 3.7972], [4.2600, 0.5021, 4.1277], [2.5528, 0.9416, 3.2922], [4.9512, 2.5633, 3.8740], [6.1876, 1.4120, 4.4417], [4.0553, 0.4906, 5.2020], [4.5240, -0.5076, 3.8019], [-1.5073, -6.7205, -4.4996], [-2.2223, -8.0304, -5.7554], [-3.2087, -7.3943, -6.7067], [-4.9281, -7.0851, -5.8385], [-2.6524, -8.8410, -5.1613], [-1.3511, -8.4070, -6.2991], [-3.4289, -8.0670, -7.5404], [-2.8729, -6.4316, -7.1015], [3.6001, 5.9383, 3.8731], [3.6555, 5.9166, 5.8226], [4.6806, 4.9293, 6.3296], [4.0251, 3.0972, 6.1913], [2.6403, 5.7053, 6.1688], [3.9279, 6.9362, 6.1099], [4.8696, 5.0833, 7.3957], [5.6291, 4.9706, 5.7874], [8.0903, 2.3575, 6.3885], [7.4203, 0.7391, 7.2465], [8.3939, 0.2257, 8.2814], [9.9040, -0.6802, 7.4421], [7.2114, 0.0189, 6.4512], [6.4791, 1.0368, 7.7176], [7.9220, -0.5338, 8.9112], [8.8074, 1.0128, 8.9175], [8.4384, -2.5887, 0.6008], [9.5727, -1.3325, 1.5702], [9.7859, -1.7778, 2.9980], [8.2129, -1.4143, 4.0932], [9.1036, -0.3487, 1.4871], [10.5201, -1.3258, 1.0234], [10.5938, -1.2062, 3.4635], [10.0009, -2.8455, 3.0930], [-1.1910, -7.2689, 3.3491], [-1.4053, -5.8749, 2.0019], [-0.0738, -5.4800, 1.4071], [0.9332, -4.3376, 2.6264], [-1.9303, -5.0448, 2.4818], [-2.0526, -6.3157, 1.2383], [-0.2179, -4.8762, 0.5067], [0.5659, -6.3337, 1.1682], [-10.4387, -6.3502, 5.2944], [-10.2269, -5.0384, 3.8666], [-10.9955, -5.4457, 2.6314], [-10.0684, -6.8587, 1.6569], [-9.1536, -4.9255, 3.6931], [-10.6244, -4.1057, 4.2772], [-11.0624, -4.6120, 1.9267], [-12.0018, -5.8145, 2.8474], [-2.8377, -0.0848, -2.7718], [-3.5527, -1.3947, -4.0276], [-4.5390, -0.7586, -4.9789], [-6.2584, -0.4494, -4.1107], [-3.9827, -2.2053, -3.4335], [-2.6814, -1.7713, -4.5713], [-4.7592, -1.4313, -5.8126], [-4.2033, 0.2040, -5.3737]],
  "molar_mass_g_mol": 2950.09,
  "total_charge": -1,
  "lumo_energy_ev": 1.44,
  "total_energy_ev": -2148920.5209,
  "homo_lumo_gap_ev": 4.64
}



{
  "formula": "C35H76ClF2N4SSi",
  "method": "wB97M-V/def2-TZVPD",
  "symbols": ["C", "Si", "C", "C", "C", "C", "F", "F", "S", "Cl", "C", "C", "C", "C", "C", "C", "H", "H", "H", "H", "H", "H", "H", "H", "H", "H", "H", "H", "H", "H", "H", "H", "C", "C", "N", "C", "C", "C", "C", "H", "H", "H", "H", "H", "H", "H", "H", "H", "H", "H", "H", "H", "H", "H", "C", "C", "N", "C", "C", "C", "C", "H", "H", "H", "H", "H", "H", "H", "H", "H", "H", "H", "H", "H", "H", "H", "C", "C", "N", "C", "C", "C", "C", "H", "H", "H", "H", "H", "H", "H", "H", "H", "H", "H", "H", "H", "H", "H", "C", "C", "N", "C", "C", "C", "C", "H", "H", "H", "H", "H", "H", "H", "H", "H", "H", "H", "H", "H", "H", "H"],
  "coordinates": [[3.6545, 0.9729, 4.7524], [3.7221, -0.0654, 3.1703], [3.7520, 1.1006, 1.7007], [5.2955, -1.1582, 3.3244], [6.3898, -0.8615, 2.2802], [7.6787, -1.6248, 2.6314], [8.0741, -1.3033, 3.8731], [8.6764, -1.4037, 1.7825], [7.4806, -3.4936, 2.7106], [6.6984, -4.1205, 0.9800], [2.2745, -1.2774, 3.0901], [2.2972, -2.1710, 2.0236], [1.3298, -3.1414, 1.8503], [0.3169, -3.1946, 2.8007], [0.2749, -2.3081, 3.8453], [1.2470, -1.3344, 4.0213], [2.6615, 1.3971, 4.9358], [4.3711, 1.8057, 4.6939], [3.9947, 0.3332, 5.5802], [2.8885, 1.7828, 1.7326], [4.6383, 1.7552, 1.7164], [3.7034, 0.6060, 0.7194], [5.6463, -1.1000, 4.3637], [4.9839, -2.2076, 3.1727], [6.6640, 0.2023, 2.2585], [6.1195, -1.1792, 1.2644], [6.4862, -3.7368, 3.6137], [3.1209, -2.1305, 1.3033], [1.4071, -3.8349, 1.0166], [-0.4412, -3.9679, 2.6796], [-0.5317, -2.3856, 4.5744], [1.2097, -0.6393, 4.8579], [-1.8149, 6.5741, 0.9688], [-1.3159, 5.1730, 1.2958], [-0.0249, 5.1513, 1.9634], [0.5740, 3.8310, 2.0064], [-0.1411, 2.7383, 2.8102], [0.0747, 5.9243, 3.1928], [-0.9013, 5.5936, 4.3280], [-1.0768, 7.1311, 0.3895], [-2.7277, 6.5095, 0.3749], [-2.0527, 7.1453, 1.8685], [-1.2219, 4.6333, 0.3491], [-2.0892, 4.6493, 1.8779], [1.6032, 3.9196, 2.3721], [0.6739, 3.4771, 0.9735], [-0.0250, 2.8837, 3.8843], [0.2951, 1.7627, 2.5732], [-1.2050, 2.6807, 2.5798], [-0.0500, 6.9791, 2.9381], [1.0974, 5.8600, 3.5749], [-1.9264, 5.4742, 3.9743], [-0.9023, 6.4079, 5.0565], [-0.6130, 4.6906, 4.8651], [-4.4798, 9.9813, 5.4075], [-3.3797, 9.7350, 4.3850], [-2.7685, 10.9546, 3.8907], [-1.9375, 10.7453, 2.7177], [-0.6835, 9.8792, 2.8730], [-2.2192, 11.8453, 4.8995], [-1.1496, 11.2875, 5.8460], [-5.2351, 10.6626, 5.0132], [-4.9721, 9.0392, 5.6541], [-4.0890, 10.3963, 6.3379], [-3.8319, 9.2095, 3.5385], [-2.6386, 9.0453, 4.8200], [-1.6452, 11.7166, 2.3085], [-2.5648, 10.2937, 1.9411], [0.1090, 10.4041, 3.4055], [-0.2857, 9.6261, 1.8870], [-0.8898, 8.9402, 3.3885], [-3.0477, 12.2157, 5.5097], [-1.8279, 12.7396, 4.4079], [-1.4123, 10.3032, 6.2372], [-1.0352, 11.9565, 6.7017], [-0.1744, 11.2199, 5.3655], [2.7996, -5.8994, -2.0398], [1.3407, -6.2219, -1.7483], [0.4118, -5.4160, -2.5145], [-0.9602, -5.5069, -2.0378], [-1.6670, -6.8625, -2.1355], [0.5770, -5.4542, -3.9592], [0.5002, -6.8177, -4.6542], [3.0005, -4.8342, -1.9025], [3.4436, -6.4559, -1.3547], [3.0873, -6.1789, -3.0538], [1.1680, -6.0291, -0.6845], [1.1795, -7.3000, -1.8981], [-1.5656, -4.7568, -2.5541], [-0.9683, -5.1971, -0.9864], [-1.9511, -7.1000, -3.1601], [-2.5886, -6.8380, -1.5502], [-1.0569, -7.6783, -1.7452], [1.5459, -5.0075, -4.2014], [-0.1496, -4.7793, -4.4182], [1.0764, -7.5859, -4.1358], [0.9069, -6.7354, -5.6646], [-0.5280, -7.1635, -4.7539], [-4.5396, -5.8838, -9.6134], [-4.0339, -7.3055, -9.4149], [-2.6997, -7.3683, -8.8457], [-2.1006, -8.6907, -8.9257], [-2.7605, -9.8290, -8.1399], [-2.5135, -6.6711, -7.5859], [-3.4070, -7.0711, -6.4061], [-3.8359, -5.2972, -10.2060], [-5.4927, -5.9021, -10.1439], [-4.7065, -5.3717, -8.6643], [-4.0112, -7.7846, -10.3975], [-4.7682, -7.8630, -8.8138], [-1.0492, -8.6230, -8.6298], [-2.0756, -8.9806, -9.9813], [-2.5692, -9.7494, -7.0701], [-2.3465, -10.7862, -8.4643], [-3.8387, -9.8718, -8.2987], [-2.6536, -5.6013, -7.7670], [-1.4661, -6.7550, -7.2817], [-4.4547, -7.1728, -6.6916], [-3.3553, -6.3014, -5.6311], [-3.0799, -8.0042, -5.9479]],
  "molar_mass_g_mol": 686.62,
  "total_charge": 1,
  "lumo_energy_ev": -5.69,
  "total_energy_ev": -80149.9390,
  "homo_lumo_gap_ev": 3.39
}